The following is a DFT calculation (ωB97M-V with the def2-TZVPD basis set) of a 2-piece molecular cluster, C3H10N2O overall.

XYZ file:
```
16
C3H10N2O ωB97M-V with the def2-TZVPD basis set
H -1.15 2.31 0.49
H 0.24 2.54 -0.30
N -0.06 -0.42 1.83
H -0.75 0.54 -1.32
H 1.74 0.29 -1.55
H -0.12 0.51 2.22
H 3.14 0.75 -1.98
C -0.49 -0.47 0.51
H -0.86 -2.53 0.84
C -0.85 -1.84 0.01
C -0.41 0.61 -0.29
H -1.82 -1.87 -0.49
H -0.21 -2.23 -0.78
H -0.37 -1.15 2.45
O 2.22 1.03 -1.94
N -0.24 1.91 0.31
```

Its molar mass is 90.13 u. Its total charge is 0. For the relative energy (zero: lowest compared OMol25 entry of this formula, charge and spin), the calculation gives 107.9 kJ/mol. The calculation puts the HOMO energy at -0.28554 Eh. As for the strongest force on any atom: 0.98 eV/Å. As for the electronic energy: -8300.3859 eV. For the orbital gap, the calculation gives 8.715 eV. The SMILES is C/C(N)=C/N.O.

Atom charges from the natural (NBO) analysis, given in e for atoms 1 to 5: 0.35 0.37 -0.81 0.17 0.48

***

The following is a DFT calculation (ωB97M-V with the def2-TZVPD basis set) of one molecule with the formula C3H10N2O at a distorted geometry.

XYZ file:
```
16
C3H10N2O ωB97M-V with the def2-TZVPD basis set
H -0.04 2.63 0.58
N -0.14 0.42 0.71
N -1.51 -2.24 -0.35
C 0.49 1.75 0.93
C -0.25 -1.58 -0.67
H -2.30 -1.74 -0.74
H -1.55 -3.22 -0.57
O 1.76 1.80 0.26
H 0.67 1.75 2.00
H 0.35 0.46 -1.37
H -1.37 0.29 -0.88
H 1.65 1.79 -0.69
H 0.43 -1.91 0.15
H 0.13 -1.94 -1.64
C -0.34 -0.04 -0.66
H 0.50 -0.20 1.19
```

Its molar mass is 90.13 u. Its total charge is 0. For the relative energy (zero: lowest compared OMol25 entry of this formula, charge and spin), the calculation gives 158.5 kJ/mol. The calculation puts the HOMO energy at -0.32538 Eh. As for the strongest force on any atom: 2.10 eV/Å. As for the electronic energy: -8299.8609 eV. For the orbital gap, the calculation gives 9.830 eV. The SMILES is NCCNCO.

Atom charges from the natural (NBO) analysis, given in e for atoms 1 to 5: 0.16 -0.63 -0.85 0.08 -0.22

***

The following is a DFT calculation (ωB97M-V with the def2-TZVPD basis set) of a 2-piece molecular cluster, C3H10N2O overall at a distorted geometry.

XYZ file:
```
16
C3H10N2O ωB97M-V with the def2-TZVPD basis set
N -0.92 0.06 -0.37
H -0.57 -1.83 0.48
H 1.19 1.83 1.36
C 1.10 0.77 1.14
H -2.80 0.85 -0.53
N -1.93 0.79 -1.07
H -2.29 -1.40 0.36
C 2.07 0.11 0.44
O 3.26 0.70 0.07
C -1.32 -1.33 -0.15
H -2.18 0.33 -1.95
H 3.17 1.65 -0.03
H -0.01 0.07 -0.89
H 0.47 0.23 1.84
H 2.12 -0.97 0.39
H -1.37 -1.87 -1.10
```

Its molar mass is 90.13 u. Its total charge is 0. For the relative energy (zero: lowest compared OMol25 entry of this formula, charge and spin), the calculation gives 342.5 kJ/mol. The calculation puts the HOMO energy at -0.29552 Eh. As for the strongest force on any atom: 3.00 eV/Å. As for the electronic energy: -8297.9544 eV. For the orbital gap, the calculation gives 8.967 eV. The SMILES is C=CO.CNN.

Atom charges from the natural (NBO) analysis, given in e for atoms 1 to 5: -0.46 0.20 0.19 -0.47 0.35

***

The following is a DFT calculation (ωB97M-V with the def2-TZVPD basis set) of C3H10N2O as an isolated structure at a distorted geometry.

XYZ file:
```
16
C3H10N2O ωB97M-V with the def2-TZVPD basis set
H -0.40 -2.04 -0.60
H 1.27 -1.48 -0.79
N -1.82 0.52 -0.66
C 0.22 -1.20 -0.91
H 0.75 -1.43 2.04
H 1.80 1.04 -0.29
C 0.74 1.26 -0.39
H -2.49 -0.23 -0.49
H 0.84 0.12 2.57
C -0.07 0.02 -0.08
O -0.74 -0.11 1.05
H 0.48 2.07 0.30
H 0.03 -0.98 -1.96
H 0.55 1.58 -1.41
H -2.15 1.34 -0.15
N 0.97 -0.48 1.75
```

Its molar mass is 90.13 u. Its total charge is 0. For the relative energy (zero: lowest compared OMol25 entry of this formula, charge and spin), the calculation gives 532.8 kJ/mol. The calculation puts the HOMO energy (alpha / beta) at -0.29492 / -0.31416 Eh. As for the strongest force on any atom: 4.90 eV/Å. As for the electronic energy: -8295.9819 eV. For the orbital gap (alpha / beta), the calculation gives 8.207 / 9.031 eV.

Atom charges from the natural (NBO) analysis, given in e for atoms 1 to 5: 0.22 0.23 -0.85 -0.71 0.34

***

The following is a DFT calculation (ωB97M-V with the def2-TZVPD basis set) of a 2-piece molecular cluster, C3H10N2O overall at a distorted geometry.

XYZ file:
```
16
C3H10N2O ωB97M-V with the def2-TZVPD basis set
C 0.36 1.58 -0.27
H -0.34 -1.18 -2.05
H -0.63 2.03 -0.22
N 0.27 0.14 -0.53
H -1.33 0.27 -1.90
H -0.90 -1.46 3.49
H 0.84 1.75 0.70
H 0.94 2.11 -1.04
H -1.19 -0.08 2.24
N -0.25 -1.80 1.54
H -0.27 -1.26 0.66
H 1.70 -0.98 0.09
O 1.65 -0.31 -0.63
C -0.80 -1.09 2.46
C -0.30 -0.10 -1.86
H 0.27 0.37 -2.66
```

Its molar mass is 90.13 u. Its total charge is 0. For the relative energy (zero: lowest compared OMol25 entry of this formula, charge and spin), the calculation gives 317.7 kJ/mol. The calculation puts the HOMO energy at -0.34195 Eh. As for the strongest force on any atom: 1.58 eV/Å. As for the electronic energy: -8298.2109 eV. For the orbital gap, the calculation gives 10.215 eV. The SMILES is CN(C)O.C=N.

Atom charges from the natural (NBO) analysis, given in e for atoms 1 to 5: -0.43 0.21 0.20 -0.18 0.20

***

The following is a DFT calculation (ωB97M-V with the def2-TZVPD basis set) of a 2-piece molecular cluster, C3H10N2O overall at a distorted geometry.

XYZ file:
```
16
C3H10N2O ωB97M-V with the def2-TZVPD basis set
N 0.48 -0.57 -0.50
H -1.19 1.05 2.38
H 2.06 -0.83 0.82
H -0.70 0.57 0.57
N -1.20 0.98 1.39
H 1.97 -2.09 -0.45
H 2.07 0.60 -1.10
O -2.73 1.31 -0.29
H 1.44 -0.42 -2.41
C -2.41 1.30 0.89
H 0.76 -2.06 0.91
H -3.17 1.58 1.63
H -0.41 -1.02 -0.56
C 1.18 0.18 -1.54
C 1.39 -1.47 0.24
H 0.48 0.89 -1.97
```

Its molar mass is 90.13 u. Its total charge is 0. For the relative energy (zero: lowest compared OMol25 entry of this formula, charge and spin), the calculation gives 134.5 kJ/mol. The calculation puts the HOMO energy at -0.32758 Eh. As for the strongest force on any atom: 2.94 eV/Å. As for the electronic energy: -8300.1101 eV. For the orbital gap, the calculation gives 9.841 eV. The SMILES is NC=O.CNC.

Atom charges from the natural (NBO) analysis, given in e for atoms 1 to 5: -0.67 0.41 0.19 0.45 -0.87

***

The following is a DFT calculation (ωB97M-V with the def2-TZVPD basis set) of an isolated ion of composition C3H10N2O and charge +1 at a distorted geometry.

XYZ file:
```
16
C3H10N2O ωB97M-V with the def2-TZVPD basis set
O 2.90 -0.23 0.18
H 3.07 0.03 1.10
H -0.86 1.91 0.76
C 1.55 -0.40 -0.04
N -1.56 -1.25 -0.35
N 0.82 0.84 0.28
H -0.71 0.37 1.60
C -1.51 0.19 -0.37
H -0.69 -1.75 -0.43
H -2.26 -1.57 -1.00
H 1.14 -1.25 0.50
H 1.12 1.57 -0.38
H -1.34 0.64 -1.36
C -0.55 0.88 0.65
H -2.48 0.55 -0.04
H 1.37 -0.54 -1.11
```

Its molar mass is 90.13 u. Its total charge is +1. For the relative energy (zero: lowest compared OMol25 entry of this formula, charge and spin), the calculation gives 197.7 kJ/mol. The calculation puts the HOMO energy (alpha / beta) at -0.50939 / -0.50865 Eh. As for the strongest force on any atom: 1.82 eV/Å. As for the electronic energy: -8291.5806 eV. The spin multiplicity is 2. For the orbital gap (alpha / beta), the calculation gives 10.599 / 5.559 eV.

Atom charges from the natural (NBO) analysis, given in e for atoms 1 to 5: -0.65 0.50 0.26 0.05 -0.84

***

- Which value of molar mass does entry 5 give?
  90.13 u

***

- Which of these has the highest total charge?
  number 7

***

- What is the strongest force on any atom in the first record?
  0.98 eV/Å